Entry 1:
Computed, not measured: C42H120AlF6N24O22S2 as an isolated structure in a non-equilibrium geometry, with ωB97M-V/def2-TZVPD.

* total charge: +1
* HOMO-LUMO gap: 0.34316 hartree
* molecular weight: 1518.672 g mol⁻¹
* highest occupied orbital energy: -10.95 eV
* strongest force on any atom: 4.38 eV Å⁻¹
* E_tot: -170883.1707 eV
* multiplicity: 1

Last column: Mulliken charge in e.
Positions of all 217 atoms, in Å:
H (-20.70414, -21.49312, -1.58917)  0.237
C (-29.21003, -15.96851, -6.57998)  -1.400
H (-19.20577, -16.75781, -9.22888)  0.383
H (-25.34684, -17.80503, -2.14670)  1.112
F (-25.27452, -23.81067, -2.80660)  -0.256
H (-25.15807, -6.87642, -5.03378)  0.329
H (-28.21905, -9.15978, -7.97159)  0.425
H (-23.82977, -20.19623, -11.07177)  0.443
O (-24.08703, -16.48348, -3.19885)  0.108
H (-19.63038, -8.91415, -2.47533)  0.048
H (-28.58300, -16.74732, -6.05245)  0.233
C (-24.66094, -22.63677, -2.43873)  0.623
N (-22.02207, -18.35125, -2.59731)  0.350
H (-22.07453, -19.09741, -9.43487)  0.338
H (-27.51324, -15.63217, -8.04404)  -0.253
H (-20.55848, -18.55979, -6.62950)  0.197
H (-18.92237, -9.63518, -1.19327)  0.208
H (-26.91939, -14.55264, -9.87884)  0.147
O (-23.16643, -14.15213, -11.97070)  -0.071
H (-30.19679, -14.10910, -8.21866)  0.405
Al (-22.20554, -16.64861, -3.95941)  0.097
H (-24.28777, -18.09330, -0.00294)  0.333
N (-25.70380, -9.69690, -7.68729)  0.513
H (-24.64346, -15.69493, -1.33960)  0.705
C (-27.59596, -8.72922, -8.75552)  -1.961
C (-23.53038, -9.74255, -11.20973)  -0.795
N (-22.26115, -11.45044, -0.22425)  -0.606
H (-22.93007, -8.82856, -11.01074)  0.239
H (-22.99313, -17.52096, -9.70270)  0.036
O (-24.42503, -10.11998, -10.18981)  0.147
C (-23.12692, -10.60945, -1.05270)  0.878
H (-20.48783, -17.86815, -8.66014)  0.025
H (-23.58770, -12.73012, -13.36339)  0.477
S (-23.22860, -14.23778, -6.05814)  -0.162
H (-25.29377, -17.55131, -10.44957)  0.060
H (-22.43283, -11.01373, 0.66434)  0.400
H (-24.06189, -9.55122, -12.14568)  0.374
H (-25.94905, -9.28967, -11.18096)  0.472
H (-20.36563, -6.97386, -1.85272)  0.172
H (-24.79196, -19.61931, -6.75875)  0.321
H (-21.95236, -19.05478, -3.27502)  -0.018
H (-26.15743, -8.85258, 0.06003)  0.292
H (-23.17839, -16.80280, -0.74537)  0.163
H (-24.39880, -18.49129, -3.54474)  -0.251
H (-18.22805, -19.74600, 1.12944)  0.273
H (-26.16971, -10.29942, -7.03509)  -0.126
F (-23.65014, -11.60695, -5.62351)  0.240
O (-22.63931, -23.56699, -3.75445)  -0.674
H (-27.45266, -7.70876, -8.40763)  0.347
H (-20.53239, -8.36265, -5.41900)  -0.070
H (-25.60117, -10.44185, -3.51596)  -0.452
H (-22.17649, -12.33945, -12.37829)  -0.019
C (-24.56403, -10.75010, -0.66846)  -0.798
H (-26.02590, -18.97560, -11.30256)  0.389
N (-25.64295, -7.75208, -5.12394)  -0.469
O (-22.81860, -17.84080, -5.24398)  1.053
H (-24.27139, -14.56665, -10.37852)  0.219
H (-29.62446, -15.32759, -5.79699)  0.311
H (-27.25807, -13.01148, -10.76133)  0.121
C (-19.62156, -20.34742, -0.32017)  0.468
C (-19.49711, -17.86746, -4.97374)  1.494
C (-28.36282, -15.09760, -7.52062)  1.207
F (-21.66998, -12.11497, -6.47061)  -0.021
C (-21.60705, -8.26142, -5.70671)  -0.567
H (-17.98348, -21.30375, 0.54859)  0.203
H (-23.48067, -16.45684, -7.30539)  -0.431
H (-25.62157, -8.04472, -6.13344)  0.065
O (-22.66149, -14.63786, -4.78596)  -0.819
C (-21.14055, -8.98846, -8.03826)  0.712
H (-20.14915, -19.78459, -4.22795)  0.205
H (-19.16574, -9.27707, -9.81435)  0.333
H (-19.97521, -18.60850, -3.04496)  0.583
H (-24.72639, -18.10202, -12.08856)  0.375
H (-24.73930, -13.07819, -11.02968)  0.176
H (-27.26486, -14.41369, -5.89071)  0.218
H (-25.22900, -8.23635, -9.91603)  0.292
C (-21.83678, -13.81524, -13.90761)  0.164
H (-22.43154, -18.25603, 0.05610)  0.433
H (-24.74145, -10.14252, -7.76760)  -0.452
H (-22.09042, -7.49719, -5.13812)  0.558
H (-20.81727, -6.35681, -0.36674)  0.259
H (-29.57532, -12.11370, -1.55164)  0.288
H (-25.35754, -20.37821, -9.27126)  0.231
O (-21.42295, -15.68164, -2.56130)  0.210
H (-25.07216, -10.22888, -1.45068)  0.589
C (-17.33231, -10.12621, -5.60296)  0.258
N (-18.65216, -20.54061, 0.63129)  -0.515
H (-20.52223, -16.48405, -5.74636)  0.264
N (-29.25830, -12.66894, -2.32436)  -0.494
H (-18.12997, -8.18848, -6.02800)  0.174
H (-20.77859, -7.00666, -7.31846)  0.344
C (-26.41327, -9.64733, -8.94151)  1.257
H (-23.50846, -14.70109, -15.12342)  0.378
H (-22.00150, -11.23783, -2.87953)  0.166
H (-21.27621, -16.47553, -11.04000)  0.082
O (-24.74201, -10.26239, 0.66405)  -0.480
H (-21.55142, -12.98895, -14.58040)  0.459
H (-15.93885, -15.45243, -6.81144)  0.276
H (-20.03946, -14.81654, -13.89318)  0.332
O (-24.68434, -14.34077, -6.03048)  0.242
N (-24.62202, -19.67252, -9.13041)  -0.384
H (-17.32574, -16.43528, -6.69211)  0.310
H (-22.77888, -9.59011, -0.95780)  0.136
N (-20.46376, -16.72634, -4.75891)  0.842
H (-24.57101, -14.56434, -2.88924)  -0.273
F (-23.36498, -12.24267, -7.65859)  0.067
C (-25.06932, -18.41170, -11.13500)  -1.252
C (-21.54442, -7.79606, -7.19234)  -0.287
N (-22.79808, -7.26156, -7.62941)  -0.562
H (-26.70871, -10.39332, 0.35372)  0.281
O (-22.29926, -21.18341, -2.94945)  -0.437
O (-19.07224, -17.28736, -7.15342)  -0.293
H (-23.95226, -20.02979, -8.45025)  0.173
H (-18.94578, -19.26954, -6.45963)  0.732
H (-22.82764, -6.88022, -8.60315)  0.316
H (-23.21314, -13.12280, -10.15755)  0.273
H (-18.52298, -11.72052, -5.59635)  0.066
H (-21.29459, -11.20908, -0.43484)  0.102
N (-16.64364, -15.85749, -6.24183)  -0.339
C (-23.04411, -11.17045, -2.45425)  0.352
O (-20.12782, -19.22195, -0.51556)  -0.591
O (-16.36452, -10.69515, -5.10205)  -0.643
O (-22.18159, -18.31196, -11.41341)  -0.424
C (-16.98736, -14.98441, -5.21967)  0.247
H (-21.28400, -18.45321, -1.90823)  0.316
C (-24.90137, -15.47162, -2.37842)  -0.868
O (-28.54154, -13.41152, -9.28163)  -0.327
N (-20.80592, -7.15018, -0.97011)  -0.348
N (-27.72414, -13.99074, -6.71707)  -0.301
H (-21.30093, -8.81161, -9.15868)  0.224
N (-15.93744, -14.12421, -4.77221)  -0.513
H (-23.59570, -19.59755, -1.87333)  -0.314
C (-23.55494, -18.17916, -6.21422)  0.180
H (-22.81238, -10.53299, -11.34527)  0.143
H (-23.56975, -12.09174, -2.50343)  -0.356
H (-23.61859, -10.50952, -3.21027)  -0.733
S (-23.14829, -22.21129, -3.56532)  1.134
H (-18.50749, -17.37891, -5.00308)  -0.492
O (-22.52678, -14.91595, -7.13982)  -0.836
N (-27.66118, -12.83566, -4.05963)  -0.113
C (-29.23690, -14.42107, -8.59935)  -1.014
H (-22.57227, -15.83039, -14.12890)  0.183
N (-20.65525, -14.37600, -13.21121)  -0.711
H (-28.24004, -14.52395, -11.01658)  0.443
C (-25.31424, -8.62160, -4.11728)  0.199
H (-17.97842, -9.92343, -8.72424)  0.254
N (-22.37592, -14.14852, -1.21893)  -0.052
C (-22.72353, -18.49698, -10.14802)  0.094
C (-23.29067, -18.53256, -1.95512)  0.690
C (-21.54095, -14.48775, -2.17468)  0.052
C (-19.55098, -18.36688, -6.36986)  -1.048
C (-22.53752, -14.90239, -14.71777)  -1.207
C (-19.49116, -18.92049, -3.91433)  -2.292
H (-20.94586, -17.30236, -12.63416)  0.483
F (-25.53785, -21.66722, -2.47994)  -0.211
H (-26.73817, -10.01759, -4.68102)  0.284
C (-20.33849, -8.28918, -0.46833)  0.635
H (-21.90186, -15.01565, -15.60122)  0.380
H (-16.44704, -8.25594, -5.79818)  0.268
H (-22.09488, -9.27467, -5.68054)  -0.121
O (-20.47928, -8.67136, 0.68527)  -0.642
C (-24.08524, -19.30120, -10.43945)  -0.141
N (-24.03476, -19.43989, -6.18224)  -0.260
H (-15.44192, -13.56987, -5.44980)  0.277
H (-19.13494, -10.43118, -6.57689)  0.148
O (-24.56049, -8.35167, -3.23924)  -0.492
H (-20.93973, -15.19288, -12.69212)  -0.009
H (-23.54120, -7.87628, -7.40564)  -0.013
C (-23.27633, -17.92550, -0.54387)  -1.061
C (-19.09322, -9.80450, -8.86327)  -0.863
C (-22.73557, -13.17008, -12.87321)  -0.494
H (-26.91858, -10.59798, -9.14973)  -0.206
O (-27.09522, -11.67999, -2.25844)  -0.375
C (-21.08607, -17.41753, -11.55802)  -0.623
N (-17.32760, -8.79216, -5.98888)  -0.264
H (-24.93703, -11.82534, -0.82201)  0.064
C (-22.95042, -12.43689, -6.41689)  -0.164
H (-26.27040, -9.48432, 1.74728)  0.374
O (-17.95103, -15.10446, -4.54664)  -0.558
H (-30.08207, -16.36669, -7.10769)  0.437
H (-23.64054, -20.11074, -5.40597)  0.127
H (-19.53858, -10.81494, -8.94363)  0.320
C (-27.96280, -12.33055, -2.78032)  0.217
H (-16.24892, -13.55457, -4.02345)  0.278
C (-26.00385, -9.67703, 0.73117)  -0.794
H (-26.79990, -12.47808, -4.44394)  -0.078
C (-27.70232, -13.91365, -10.32070)  -0.563
H (-20.06413, -14.00045, -3.42745)  -0.043
N (-20.00319, -21.55104, -0.88336)  -0.358
H (-24.38672, -17.71030, -7.93197)  -0.141
H (-22.38339, -13.18457, -0.86469)  -0.034
H (-29.47854, -15.20298, -9.38135)  0.388
H (-19.77938, -15.99429, -4.43249)  0.257
N (-23.82890, -17.36903, -7.21251)  0.767
H (-28.18752, -8.79239, -9.61931)  0.503
O (-19.68368, -9.05935, -7.84156)  -0.459
N (-20.62891, -13.63656, -2.63625)  -0.089
C (-24.39415, -17.84287, -2.70377)  -1.048
N (-19.62162, -9.03571, -1.44297)  -0.287
H (-28.40050, -12.79417, -4.78969)  0.234
O (-23.97996, -21.64866, -4.60622)  -0.937
C (-19.40452, -17.60444, -8.53643)  -0.712
C (-25.53359, -9.25605, -10.14339)  -1.121
F (-24.27102, -22.80193, -1.17615)  -0.271
H (-29.98955, -12.83286, -3.04652)  0.239
H (-25.96822, -15.56333, -2.64379)  0.373
N (-18.58612, -10.73841, -5.75885)  0.098
H (-20.63521, -12.65198, -2.39678)  0.012
H (-21.60492, -9.94348, -7.79648)  -0.394
N (-25.86430, -9.84174, -4.25599)  0.477
H (-18.43473, -19.07299, -3.79255)  0.539
H (-26.93800, -13.62871, -7.22409)  -0.052
H (-23.25754, -14.61380, -1.03901)  0.122
H (-20.15463, -17.81640, -11.14113)  0.289
H (-19.91705, -22.42523, -0.34766)  0.262
C (-23.85443, -13.69371, -10.85405)  -0.618
H (-18.77847, -18.46502, -8.73117)  0.461


Entry 2:
Computed, not measured: a 2-piece molecular cluster, C30H33N2O overall in a non-equilibrium geometry, with ωB97M-V/def2-TZVPD.

* total charge: +1
* relative energy (zero: lowest compared OMol25 entry of this formula, charge and spin): 123.79 kJ/mol
* HOMO-LUMO gap: 0.18543 hartree
* molecular weight: 437.607 g mol⁻¹
* highest occupied orbital energy: -10.30 eV
* strongest force on any atom: 1.64 eV Å⁻¹
* E_tot: -36665.3251 eV
* multiplicity: 1

Last column: natural (NBO) charge in e.
Positions of all 66 atoms, in Å:
H (-1.98039, -0.64968, -2.01949)  0.232
H (-3.00505, -0.42624, 4.25364)  0.229
H (4.44820, -0.34716, 0.44184)  0.231
C (-0.08310, -6.64350, 1.21976)  -0.269
C (2.91310, 1.74283, 1.09069)  -0.243
H (0.51416, 2.50115, 3.99673)  0.210
H (3.31931, -2.89849, -0.55122)  0.201
C (2.10054, -1.80228, 1.95602)  -0.333
C (2.47937, -0.63224, 1.33518)  0.316
C (-1.58139, -1.58891, 3.16437)  0.075
H (1.36476, 3.08883, 0.49695)  0.172
H (0.11255, -4.36215, 4.27113)  0.231
H (2.88903, 3.89128, 1.06977)  0.214
H (3.16325, -0.57995, -0.74644)  0.230
C (-0.03917, -8.88163, -0.93938)  -0.400
C (-0.90995, -1.89357, 0.93981)  -0.060
C (3.51004, -0.89261, 0.25073)  -0.469
C (-2.61998, 0.06967, -0.07570)  -0.158
H (-3.15678, 0.47552, 2.01225)  0.228
C (2.28977, -8.58550, -0.31651)  -0.396
H (3.88314, 1.80829, 1.61748)  0.197
C (0.69522, -6.72177, 0.04642)  0.245
N (1.00164, -7.95483, -0.53615)  -0.481
H (2.54935, -9.15739, -1.21629)  0.205
C (1.17327, -5.52968, -0.54817)  -0.178
H (-0.53679, -2.45194, -1.10169)  0.224
H (-0.89674, -8.32052, -1.32630)  0.210
C (-2.14478, -2.05417, 5.44775)  -0.140
H (-0.92479, -5.37285, 2.72004)  0.220
C (1.45359, 0.86012, 2.93856)  -0.244
C (-0.57692, -3.52047, 4.28127)  -0.136
H (2.19557, 0.81415, 3.76641)  0.202
H (1.10124, -3.38768, -0.54012)  0.222
H (2.59756, -3.87837, 1.52453)  0.213
C (-0.34709, -5.41432, 1.79653)  -0.069
O (1.71034, 3.26917, 2.57193)  -0.513
C (-1.27961, -3.15961, 5.43953)  -0.219
C (2.18673, 3.06423, 1.23496)  -0.080
H (3.05647, -7.82655, -0.12195)  0.209
C (0.08277, -4.21282, 1.18538)  -0.208
C (-1.67433, -1.04689, 1.81593)  -0.047
H (-1.17712, -3.77772, 6.33484)  0.236
H (-3.27688, 0.83073, -0.49459)  0.233
C (0.79344, -4.30520, -0.03816)  -0.154
H (0.68206, 0.09611, 3.11163)  0.215
H (-2.70136, -1.81128, 6.35292)  0.235
N (2.11103, 0.63910, 1.64439)  -0.386
H (0.37131, -9.51770, -1.73218)  0.213
H (-0.36712, -9.52503, -0.10958)  0.178
C (0.79561, 2.23863, 2.96438)  -0.079
H (4.81777, -2.65181, 0.34985)  0.225
H (1.77549, -5.59396, -1.45755)  0.232
H (1.47912, -1.84277, 2.84157)  0.226
H (-0.10310, 2.19546, 2.31391)  0.169
C (-0.75388, -2.76139, 3.12163)  -0.189
C (3.75087, -2.40679, 0.32746)  -0.394
H (3.80995, -2.99215, 2.43829)  0.214
C (-2.30885, -1.26197, 4.30257)  -0.221
C (-0.29728, -2.93454, 1.74520)  0.314
C (-1.05117, -1.76433, -0.43848)  -0.169
H (-0.45880, -7.56397, 1.67952)  0.236
H (3.09521, 1.55189, 0.02921)  0.222
H (2.25761, -9.29138, 0.53184)  0.183
C (-2.54202, -0.09172, 1.31119)  -0.197
C (-1.88031, -0.75644, -0.94014)  -0.197
C (3.05502, -2.89465, 1.63805)  -0.420


- Look up the HOMO-LUMO gap of the first one.
  0.34316 hartree


- multiplicity of number 1 (C42H120AlF6N24O22S2)?
  1